Entry 1:
Below is a structure of composition C33H31N9OPtS2, with properties calculated with ωB97M-V/def2-TZVPD.

CARTESIAN COORDINATES (ANGSTROEM)
Pt1 -0.555 -0.175 -0.775
S1 3.904 0.449 -1.539
C1 3.834 -1.190 -0.985
C2 4.905 -2.047 -0.753
C3 4.628 -3.308 -0.271
C4 3.308 -3.701 -0.023
C5 2.250 -2.849 -0.257
C6 2.508 -1.571 -0.753
N1 1.581 -0.567 -1.071
C7 2.202 0.530 -1.439
C8 1.440 1.756 -1.579
C9 2.007 2.929 -2.071
C10 1.256 4.083 -2.172
C11 -0.069 4.055 -1.768
C12 -0.646 2.888 -1.276
C13 0.099 1.724 -1.176
H1 5.923 -1.730 -0.935
H2 5.438 -3.994 -0.070
H3 3.115 -4.692 0.365
H4 1.246 -3.160 -0.034
H5 3.045 2.933 -2.381
H6 1.697 4.991 -2.560
H7 -0.675 4.950 -1.830
H8 -1.674 2.919 -0.958
C14 -1.284 3.798 3.647
C15 -2.453 2.844 3.471
N2 -2.667 2.414 2.064
C16 -3.704 3.168 1.336
C17 -3.230 4.531 0.852
C18 -1.961 1.398 1.592
S2 -2.511 0.639 0.085
N3 -1.025 0.907 2.425
C19 -0.212 -0.102 2.189
O1 -0.016 -0.707 1.064
C20 0.548 -0.665 3.313
C21 0.519 -0.025 4.556
C22 1.242 -0.539 5.616
C23 1.992 -1.698 5.448
C24 2.019 -2.341 4.217
C25 1.305 -1.825 3.152
H9 -1.195 4.061 4.701
H10 -1.412 4.722 3.087
H11 -0.354 3.325 3.335
H12 -3.394 3.288 3.790
H13 -2.287 1.943 4.057
H14 -4.525 3.300 2.040
H15 -4.088 2.548 0.528
H16 -3.053 5.211 1.683
H17 -4.003 4.977 0.226
H18 -2.312 4.456 0.280
H19 -0.063 0.876 4.679
H20 1.222 -0.038 6.573
H21 2.557 -2.098 6.279
H22 2.600 -3.245 4.090
H23 1.333 -2.320 2.189
N4 -1.150 -3.781 0.305
C26 -0.738 -3.648 -0.960
N5 -0.343 -4.730 -1.614
C27 0.036 -4.531 -2.877
N6 0.535 -5.556 -3.555
N7 -0.074 -3.348 -3.550
C28 -0.471 -2.357 -2.806
N8 -0.737 -2.400 -1.484
C29 -0.829 -1.070 -3.488
C30 -0.900 -0.959 -4.857
C31 -1.554 0.137 -5.410
C32 -2.165 1.047 -4.568
C33 -2.010 0.905 -3.199
N9 -1.318 -0.106 -2.670
H24 -1.219 -4.706 0.695
H25 -1.465 -2.985 0.832
H26 0.576 -6.464 -3.124
H27 0.783 -5.443 -4.523
H28 -0.494 -1.758 -5.460
H29 -1.624 0.248 -6.484
H30 -2.747 1.873 -4.950
H31 -2.449 1.606 -2.505

Properties
HOMO   -13.8 eV
Relative energy (zero: lowest compared OMol25 entry of this formula, charge and spin)   1.98 kcal per mole
Total charge   +2
Kohn-Sham gap   7.527 eV

Entry 2:
Below is a structure of composition C33H32BCl3F9N2O2PPdSi at a distorted geometry, with properties calculated with ωB97M-V/def2-TZVPD.

CARTESIAN COORDINATES (ANGSTROEM)
Pd1 -0.444 -1.191 -0.469
C1 -2.844 1.124 0.737
N1 -2.793 -0.329 0.643
C2 -3.037 -0.884 1.973
C3 -3.812 -0.807 -0.291
C4 -3.377 -0.670 -1.749
N2 -2.302 -1.590 -2.124
C5 -1.813 -1.218 -3.449
C6 -2.787 -2.964 -2.160
H1 -3.845 1.473 1.031
H2 -2.587 1.568 -0.221
H3 -2.130 1.463 1.482
H4 -4.016 -0.574 2.362
H5 -2.261 -0.537 2.653
H6 -3.006 -1.970 1.934
H7 -4.757 -0.256 -0.147
H8 -4.008 -1.857 -0.075
H9 -3.026 0.350 -1.934
H10 -4.259 -0.843 -2.388
H11 -2.624 -1.205 -4.188
H12 -1.063 -1.928 -3.786
H13 -1.363 -0.229 -3.412
H14 -3.682 -3.054 -2.791
H15 -3.023 -3.311 -1.158
H16 -2.009 -3.613 -2.550
Cl1 0.457 -4.409 -1.970
Si1 1.158 -2.435 -1.805
Cl2 2.595 -2.554 -0.257
Cl3 2.434 -2.339 -3.490
F1 -1.976 5.233 4.082
C7 -1.159 5.613 3.088
F2 -1.906 6.358 2.254
F3 -0.262 6.449 3.639
C8 -0.518 4.453 2.376
C9 -0.031 4.649 1.087
C10 0.481 3.586 0.369
C11 0.462 2.308 0.915
C12 0.049 2.137 2.235
C13 -0.435 3.200 2.974
P1 0.890 0.797 -0.034
C14 2.671 0.833 0.373
C15 3.512 1.779 -0.205
C16 4.820 1.892 0.219
C17 5.291 1.066 1.235
C18 4.463 0.108 1.807
C19 3.150 0.001 1.380
C20 6.717 1.243 1.682
F4 7.593 0.636 0.860
F5 7.071 2.542 1.706
F6 6.954 0.763 2.910
C21 0.788 1.358 -1.762
C22 1.691 0.876 -2.714
C23 1.470 1.078 -4.061
C24 0.330 1.762 -4.477
C25 -0.568 2.267 -3.543
C26 -0.335 2.072 -2.197
C27 0.018 1.928 -5.935
F7 -0.363 3.183 -6.236
F8 -1.009 1.134 -6.313
F9 1.041 1.631 -6.742
H17 -0.083 5.629 0.638
H18 0.881 3.753 -0.621
H19 0.092 1.142 2.659
H20 -0.778 3.056 3.987
H21 3.145 2.430 -0.984
H22 5.477 2.625 -0.223
H23 4.840 -0.544 2.581
H24 2.492 -0.740 1.813
H25 2.566 0.325 -2.400
H26 2.163 0.692 -4.793
H27 -1.447 2.797 -3.876
H28 -1.030 2.475 -1.475
O1 0.300 -2.558 2.199
B1 -0.565 -2.500 1.118
O2 -1.346 -3.648 1.069
C28 -0.950 -4.423 2.118
C29 -1.405 -5.662 2.522
C30 -0.794 -6.217 3.638
C31 0.218 -5.556 4.321
C32 0.665 -4.303 3.924
C33 0.064 -3.753 2.812
H29 -2.189 -6.173 1.986
H30 -1.114 -7.188 3.985
H31 0.670 -6.027 5.180
H32 1.450 -3.782 4.448

Properties
HOMO (alpha / beta)   -7.1 / -7.2 eV
Kohn-Sham gap (alpha / beta)   5.982 / 5.940 eV

Entry 3:
Below is a structure of composition C33H32KN8O3, with properties calculated with ωB97M-V/def2-TZVPD.

CARTESIAN COORDINATES (ANGSTROEM)
K1 -0.745 0.015 -0.270
C1 -0.788 -4.510 -2.524
O1 0.200 -4.554 -1.462
C2 0.417 -3.271 -1.119
N1 -0.136 -2.350 -1.791
C3 -0.930 -3.003 -2.843
C4 -2.357 -2.508 -2.847
C5 -3.030 -2.280 -1.650
C6 -4.347 -1.846 -1.658
C7 -5.007 -1.641 -2.863
C8 -4.342 -1.868 -4.058
C9 -3.021 -2.295 -4.049
C10 1.281 -3.046 0.066
C11 1.967 -4.086 0.681
C12 2.716 -3.795 1.810
C13 2.740 -2.495 2.290
C14 2.016 -1.530 1.600
N2 1.309 -1.796 0.509
C15 1.947 -0.127 2.077
N3 1.396 0.835 1.462
C16 1.491 2.016 2.335
C17 2.230 1.490 3.589
O2 2.496 0.100 3.286
C18 0.120 2.584 2.627
C19 -0.073 3.960 2.666
C20 -1.323 4.487 2.958
C21 -2.394 3.639 3.207
C22 -2.206 2.264 3.167
C23 -0.955 1.740 2.882
H1 -1.710 -4.944 -2.138
H2 -0.417 -5.103 -3.355
H3 -0.477 -2.768 -3.808
H4 -2.525 -2.437 -0.703
H5 -4.857 -1.664 -0.721
H6 -6.035 -1.303 -2.869
H7 -4.849 -1.707 -5.001
H8 -2.501 -2.461 -4.985
H9 1.903 -5.088 0.280
H10 3.268 -4.575 2.316
H11 3.296 -2.226 3.176
H12 2.082 2.779 1.825
H13 1.615 1.525 4.487
H14 3.182 1.983 3.772
H15 0.759 4.625 2.463
H16 -1.460 5.561 2.992
H17 -3.368 4.049 3.443
H18 -3.036 1.595 3.359
H19 -0.821 0.664 2.845
N4 -4.330 -3.640 4.440
C24 -3.529 -2.978 3.557
C25 -4.006 -1.905 2.796
C26 -3.143 -1.247 1.945
N5 -1.852 -1.564 1.788
C27 -1.406 -2.590 2.519
C28 -2.179 -3.316 3.399
H20 -5.325 -3.510 4.390
H21 -4.019 -4.516 4.820
H22 -5.039 -1.590 2.871
H23 -3.504 -0.410 1.353
H24 -0.359 -2.849 2.394
H25 -1.745 -4.133 3.960
C29 -4.789 3.500 0.300
N6 -3.401 3.737 -0.076
C30 -2.908 4.986 -0.238
C31 -1.614 5.200 -0.553
C32 -0.800 4.037 -0.706
N7 -1.276 2.816 -0.582
C33 -2.580 2.619 -0.245
O3 -3.066 1.502 -0.088
N8 0.513 4.168 -0.978
H26 -5.303 4.456 0.361
H27 -4.830 2.994 1.263
H28 -5.271 2.866 -0.441
H29 -3.610 5.796 -0.095
H30 -1.223 6.198 -0.676
H31 0.908 5.061 -1.209
H32 1.051 3.337 -1.157

Properties
HOMO   -11.0 eV
Relative energy (zero: lowest compared OMol25 entry of this formula, charge and spin)   0.00 kcal per mole
Total charge   +1
Kohn-Sham gap   8.836 eV

Entry 4:
Below is a cluster of 2 separate species, C33H32N3S in total at a distorted geometry, with properties calculated with ωB97M-V/def2-TZVPD.

CARTESIAN COORDINATES (ANGSTROEM)
C1 -0.315 -4.619 1.583
C2 -0.805 -3.239 1.117
C3 -1.954 -3.380 0.124
C4 0.316 -2.367 0.547
C5 1.465 -2.279 1.521
N1 2.454 -1.301 1.070
C6 3.785 -1.366 1.524
C7 4.551 -0.338 0.980
C8 5.892 -0.237 1.380
C9 6.441 -1.178 2.266
C10 5.652 -2.209 2.782
C11 4.305 -2.306 2.424
S1 3.607 0.666 -0.112
C12 2.146 -0.319 0.181
N2 0.950 -0.127 -0.354
C13 -0.158 -0.980 0.097
C14 -0.966 -0.257 1.161
C15 -2.284 0.070 0.844
C16 -3.134 0.553 1.832
C17 -2.662 0.724 3.136
C18 -1.324 0.450 3.439
C19 -0.458 -0.005 2.437
H1 0.218 -5.153 0.784
H2 0.344 -4.561 2.458
H3 -1.164 -5.248 1.877
H4 -1.183 -2.711 2.011
H5 -1.595 -3.753 -0.845
H6 -2.695 -4.093 0.501
H7 -2.473 -2.430 -0.037
H8 0.720 -2.868 -0.351
H9 1.167 -2.086 2.565
H10 1.997 -3.230 1.557
H11 6.484 0.579 0.999
H12 7.494 -1.104 2.558
H13 6.089 -2.928 3.464
H14 3.693 -3.095 2.846
H15 -0.794 -1.097 -0.786
H16 -2.634 -0.089 -0.180
H17 -4.170 0.767 1.573
H18 -3.340 1.071 3.915
H19 -0.953 0.578 4.456
H20 0.598 -0.182 2.659
C20 -3.402 3.729 -2.711
N3 -2.220 2.869 -2.426
C21 -1.414 3.194 -1.345
C22 -1.685 4.379 -0.649
C23 -0.860 4.810 0.381
C24 0.281 4.066 0.704
C25 0.579 2.887 0.027
C26 -0.278 2.378 -0.968
C27 0.094 1.217 -1.720
C28 -0.748 0.958 -2.859
C29 -1.892 1.786 -3.211
C30 -2.604 1.536 -4.401
C31 -2.206 0.543 -5.284
C32 -1.039 -0.177 -5.006
C33 -0.311 0.049 -3.843
H21 -4.052 3.320 -3.483
H22 -4.023 3.829 -1.813
H23 -3.116 4.739 -3.033
H24 -2.557 4.982 -0.909
H25 -1.110 5.731 0.913
H26 0.934 4.415 1.501
H27 1.501 2.346 0.257
H28 1.189 1.050 -1.894
H29 -3.495 2.110 -4.661
H30 -2.795 0.342 -6.177
H31 -0.709 -0.940 -5.708
H32 0.637 -0.476 -3.686

Properties
HOMO   -10.7 eV
Relative energy (zero: lowest compared OMol25 entry of this formula, charge and spin)   30.48 kcal per mole
Total charge   +1
Kohn-Sham gap   6.881 eV

Entry 5:
Below is a structure of composition C33H32N4PtS at a distorted geometry, with properties calculated with ωB97M-V/def2-TZVPD.

CARTESIAN COORDINATES (ANGSTROEM)
Pt1 0.780 -0.403 -0.362
C1 -1.181 -2.133 3.095
C2 -0.281 -1.796 4.097
C3 0.825 -1.009 3.810
C4 1.053 -0.567 2.512
C5 0.166 -0.961 1.493
C6 -0.964 -1.699 1.793
C7 2.140 0.339 2.153
C8 3.271 0.581 2.955
C9 4.229 1.451 2.517
C10 4.061 2.161 1.311
C11 4.968 3.133 0.838
C12 4.732 3.795 -0.332
C13 3.573 3.518 -1.086
C14 2.674 2.579 -0.664
C15 2.897 1.880 0.540
N1 2.005 0.959 0.986
H1 -2.059 -2.722 3.320
H2 -0.458 -2.121 5.113
H3 1.490 -0.705 4.607
H4 -1.695 -1.940 1.029
H5 3.391 0.057 3.891
H6 5.132 1.600 3.096
H7 5.839 3.367 1.438
H8 5.423 4.548 -0.684
H9 3.391 4.074 -1.997
H10 1.774 2.360 -1.220
C16 3.667 -6.379 -0.820
C17 4.111 -5.322 -1.825
N2 3.841 -3.963 -1.338
C18 2.827 -3.142 -1.531
S1 2.953 -1.617 -0.690
N3 1.760 -3.354 -2.289
C19 1.339 -4.547 -3.030
C20 1.880 -4.592 -4.456
H11 3.987 -7.363 -1.162
H12 2.583 -6.395 -0.704
H13 4.114 -6.200 0.158
H14 3.631 -5.476 -2.785
H15 5.187 -5.390 -1.974
H16 4.517 -3.624 -0.667
H17 1.182 -2.537 -2.419
H18 0.251 -4.513 -3.061
H19 1.625 -5.433 -2.466
H20 1.424 -3.815 -5.071
H21 1.649 -5.560 -4.900
H22 2.960 -4.448 -4.487
N4 0.544 0.550 -2.077
C21 -0.031 0.335 -3.178
C22 0.020 1.244 -4.333
C23 -1.024 1.270 -5.259
C24 -0.941 2.095 -6.366
C25 0.190 2.877 -6.566
C26 1.229 2.856 -5.644
C27 1.145 2.054 -4.522
C28 -0.698 -0.997 -3.290
C29 -0.472 -1.795 -4.410
C30 -0.999 -3.077 -4.448
C31 -1.753 -3.560 -3.384
C32 -1.991 -2.758 -2.277
C33 -1.447 -1.482 -2.213
H23 -1.905 0.661 -5.102
H24 -1.752 2.125 -7.080
H25 0.263 3.503 -7.446
H26 2.111 3.460 -5.808
H27 1.954 2.021 -3.802
H28 0.108 -1.413 -5.240
H29 -0.822 -3.699 -5.317
H30 -2.166 -4.559 -3.425
H31 -2.614 -3.123 -1.472
H32 -1.676 -0.829 -1.375

Properties
HOMO (alpha / beta)   -13.8 / -13.9 eV
Relative energy (zero: lowest compared OMol25 entry of this formula, charge and spin)   55.76 kcal per mole
Total charge   +2
Kohn-Sham gap (alpha / beta)   5.232 / 5.259 eV

Entry 6:
Below is a structure of composition C33H32N6NdO6 at a distorted geometry, with properties calculated with ωB97M-V/def2-TZVPD.

CARTESIAN COORDINATES (ANGSTROEM)
Nd1 0.041 -0.091 -0.034
C1 1.516 1.374 2.784
N1 0.919 1.928 1.512
C2 1.992 2.742 0.831
C3 2.016 2.799 -0.673
C4 2.648 3.910 -1.242
C5 2.702 4.027 -2.630
C6 2.122 3.019 -3.408
C7 1.601 1.905 -2.773
N2 1.531 1.798 -1.426
C8 -0.238 2.764 1.968
C9 -1.114 3.238 0.894
C10 -1.921 4.372 1.064
C11 -2.660 4.868 -0.016
C12 -2.589 4.187 -1.228
C13 -1.900 2.979 -1.252
N3 -1.172 2.503 -0.230
C14 0.708 0.282 3.420
C15 0.947 -0.110 4.741
C16 0.216 -1.157 5.316
C17 -0.795 -1.778 4.564
C18 -0.937 -1.408 3.235
N4 -0.169 -0.418 2.676
H1 2.518 0.973 2.554
H2 1.658 2.189 3.493
H3 1.977 3.750 1.193
H4 2.974 2.367 1.148
H5 3.074 4.657 -0.588
H6 3.248 4.826 -3.121
H7 2.105 3.102 -4.494
H8 1.262 1.080 -3.373
H9 -0.789 2.153 2.687
H10 0.136 3.637 2.512
H11 -1.985 4.893 2.033
H12 -3.236 5.793 0.100
H13 -3.128 4.498 -2.113
H14 -1.983 2.362 -2.144
H15 1.672 0.452 5.324
H16 0.442 -1.497 6.332
H17 -1.409 -2.592 4.955
H18 -1.703 -1.829 2.601
O1 -4.027 -1.125 -5.273
C19 -3.273 -0.930 -4.175
C20 -3.792 -0.452 -2.932
C21 -2.911 -0.417 -1.863
N5 -1.591 -0.648 -1.968
C22 -1.099 -1.028 -3.152
C23 -1.884 -1.175 -4.303
C24 0.346 -1.281 -3.138
O2 0.843 -1.632 -4.208
O3 0.952 -1.043 -1.990
C25 -3.308 -0.101 -0.496
O4 -4.441 0.361 -0.325
O5 -2.359 -0.334 0.370
H19 -4.977 -1.244 -5.046
H20 -4.843 -0.157 -2.765
H21 -1.361 -1.491 -5.219
O6 2.772 -0.485 0.118
C26 3.631 -1.587 0.589
C27 2.983 -2.953 0.424
C28 1.872 -3.258 1.459
C29 0.653 -3.876 0.842
C30 0.488 -5.258 0.742
C31 -0.630 -5.763 0.085
C32 -1.640 -4.903 -0.345
C33 -1.451 -3.538 -0.084
N6 -0.296 -3.034 0.406
H22 2.753 -0.441 -0.846
H23 3.786 -1.355 1.645
H24 4.549 -1.530 0.039
H25 3.808 -3.689 0.501
H26 2.572 -3.013 -0.583
H27 1.611 -2.330 1.967
H28 2.258 -3.910 2.269
H29 1.235 -5.958 1.168
H30 -0.711 -6.839 -0.007
H31 -2.543 -5.283 -0.821
H32 -2.270 -2.847 -0.276

Properties
HOMO (alpha / beta)   -11.4 / -11.4 eV
Relative energy (zero: lowest compared OMol25 entry of this formula, charge and spin)   0.00 kcal per mole
Total charge   +1
⟨S²⟩   3.752
Spin multiplicity   4
Kohn-Sham gap (alpha / beta)   9.026 / 9.042 eV